[1]
# C41H34CdF9N6Sb2

A molecular structure, C41H34CdF9N6Sb2 at a distorted geometry (wB97M-V/def2-TZVPD, OMol25).

Computed properties:
Kohn-Sham gap (spin up / spin down), eV: 4.6 / 7.9
Expectation value of S²: 0.7800

```
! RIJCOSX wB97M-V def2-TZVPD def2/J DEFGRID3
* xyz 0 2
Cd -1.12985 -0.95130 -0.71035
C -5.43483 -1.11690 0.82043
C -4.49337 -1.28206 -0.15350
N -3.27531 -1.84686 0.14471
C -3.10677 -2.24585 1.44889
C -4.16021 -2.09805 2.36083
N -5.30734 -1.52195 2.09623
C -1.89415 -2.97925 1.65340
C -1.79953 -4.04564 2.55645
C -0.64167 -4.87448 2.48437
C 0.22273 -4.66430 1.37183
C 0.05318 -3.62014 0.49183
N -0.95988 -2.70830 0.72438
C 0.74817 -3.50152 -0.80438
C 1.92425 -4.26207 -1.08755
N 2.47057 -4.27505 -2.28822
C 1.92770 -3.36316 -3.15671
C 0.86732 -2.55723 -2.84905
N 0.32385 -2.57219 -1.67539
C -0.38450 -5.85494 3.53579
C -1.04036 -5.81611 4.78550
C -0.70442 -6.71921 5.78412
N 0.26668 -7.64772 5.66876
C 0.85717 -7.69652 4.45626
C 0.54507 -6.87374 3.35717
H -6.38859 -0.63052 0.64989
H -4.74484 -1.12708 -1.21530
H -4.08201 -2.52388 3.36923
H -2.59974 -4.27219 3.31052
H 1.09130 -5.26456 1.30969
H 2.21605 -5.01842 -0.36575
H 2.27945 -3.42272 -4.18450
H 0.56492 -1.79686 -3.55981
H -1.79063 -5.01287 4.98646
H -1.26507 -6.72435 6.75886
H 1.67671 -8.41142 4.33558
H 1.03141 -7.12564 2.40890
F 5.38211 -1.12281 -4.41613
C 4.55212 -0.42445 -3.66733
C 3.58043 0.31153 -4.32147
C 2.54847 0.94962 -3.61051
C 2.43285 0.66494 -2.24983
C 3.31807 -0.18629 -1.55767
C 4.49083 -0.61764 -2.27996
Sb 1.15559 2.08008 -1.06487
C 0.60681 3.49854 -2.54979
C 1.57561 4.48313 -3.02285
C 1.10593 5.70922 -3.52685
C -0.28517 5.96210 -3.58079
F -0.70016 7.09137 -4.15522
C -1.23805 4.97971 -3.22582
C -0.77927 3.77557 -2.75569
C 2.55462 3.56556 -0.26674
C 3.62645 2.98593 0.39926
C 4.34967 3.62927 1.36564
C 4.12071 5.01932 1.51569
F 4.61410 5.55024 2.68419
C 3.15140 5.68671 0.76699
C 2.30651 4.92785 -0.04776
H 3.66644 0.53362 -5.34280
H 1.98168 1.77673 -4.04373
H 3.18287 -0.45759 -0.54305
H 5.30421 -1.18522 -1.78672
H 2.64757 4.31858 -3.00288
H 1.79250 6.44658 -3.89517
H -2.33365 5.05277 -3.40390
H -1.56922 3.05358 -2.44307
H 3.85943 2.00098 0.15670
H 5.08460 3.03208 1.88332
H 3.05957 6.73727 0.78452
H 1.47386 5.32427 -0.57346
F -3.14108 1.31312 -1.92460
Sb -4.74144 2.40499 -1.84094
F -3.78312 3.73009 -0.83395
F -3.98509 3.24154 -3.38339
F -6.33203 3.58840 -1.96194
F -5.62582 1.04319 -2.78513
F -5.13703 1.51011 -0.21327
C -2.03608 1.13875 1.99982
C -0.70941 1.50336 1.45453
C -0.48390 2.99014 1.74227
C 0.42476 0.71913 2.16941
C -0.65429 1.26357 -0.04000
H -2.19444 1.42378 3.04002
H -2.27738 0.07420 1.96893
H -2.81726 1.65303 1.44874
H 0.47374 3.41386 1.44724
H -0.59100 3.25906 2.80276
H -1.33856 3.61873 1.31003
H 0.23322 1.02346 3.21340
H 1.34909 1.08533 1.80421
H 0.44451 -0.40610 2.10309
H -1.56034 1.68015 -0.56307
*
```

Atomic partial charges in e from the Mulliken method, atoms 1 to 6:
1. Cd 1.283
2. C -0.464
3. C -0.253
4. N -0.506
5. C -0.372
6. C -0.079

[2]
# C41H34N3O2PPtS3

A molecular structure, C41H34N3O2PPtS3 (wB97M-V/def2-TZVPD, OMol25).

Computed properties:
Kohn-Sham gap (spin up / spin down), eV: 6.9 / 6.2
Expectation value of S²: 2.0075

```
! RIJCOSX wB97M-V def2-TZVPD def2/J DEFGRID3
* xyz 2 3
Pt 0.01088 0.09721 0.24926
O 2.64739 -0.40582 -1.12972
N 2.20637 -0.07416 0.15981
C 2.98788 -0.56860 1.03934
C 2.86230 -0.46291 2.49975
C 4.07642 -0.65116 3.16590
C 4.17107 -0.52948 4.54213
C 3.03746 -0.23114 5.27945
C 1.82136 -0.06418 4.63354
C 1.70828 -0.18200 3.25092
P 0.03782 0.03496 2.57591
C -0.54440 1.56726 3.33236
C 0.17373 2.72602 3.02697
C -0.20916 3.94512 3.55543
C -1.31444 4.01742 4.39609
C -2.01947 2.86846 4.71740
C -1.63640 1.64062 4.19198
C -0.95404 -1.34528 3.16604
C -2.33553 -1.31037 2.95379
C -3.12235 -2.39387 3.30416
C -2.53474 -3.52647 3.85579
C -1.16319 -3.57200 4.05512
C -0.37068 -2.48617 3.70963
H 2.37516 0.33751 -1.68359
H 3.88422 -1.05743 0.66321
H 4.96291 -0.88564 2.59086
H 5.12404 -0.66844 5.03235
H 3.09370 -0.13368 6.35440
H 0.93925 0.16154 5.22062
H 1.05405 2.67002 2.39872
H 0.36045 4.83566 3.32269
H -1.61318 4.96830 4.81548
H -2.86396 2.92092 5.39031
H -2.18317 0.74953 4.46731
H -2.80139 -0.42921 2.52748
H -4.19265 -2.35469 3.15045
H -3.14963 -4.37023 4.13824
H -0.70723 -4.45062 4.49057
H 0.69825 -2.53242 3.87126
S -6.96665 -1.50880 -0.33921
C -7.23055 -3.16727 -0.05473
C -6.07254 -3.83052 0.22073
C -4.94821 -2.96937 0.20602
C -5.27684 -1.66914 -0.07982
C -4.37696 -0.51610 -0.15791
C -2.98339 -0.72134 -0.13002
N -2.11158 0.26492 -0.16785
C -2.54360 1.54656 -0.23980
C -3.90312 1.85425 -0.28404
C -4.30583 3.23477 -0.35250
C -3.38942 4.22389 -0.36784
C -1.98053 3.93042 -0.31983
C -0.99235 4.92380 -0.31428
C 0.34631 4.58665 -0.25847
C 0.65521 3.21382 -0.21287
N -0.25564 2.26379 -0.21119
C -1.56548 2.59878 -0.25923
C 1.41221 5.58958 -0.22507
C 1.30480 6.93380 -0.45436
C 2.54104 7.61524 -0.32844
C 3.56348 6.77739 -0.00469
S 3.03772 5.16235 0.15065
C -4.81731 0.79001 -0.24073
H -8.22813 -3.56968 -0.11272
H -6.02625 -4.88824 0.42740
H -3.94482 -3.30482 0.42520
H -2.55916 -1.71353 -0.05820
H -5.36245 3.46229 -0.39023
H -3.69899 5.25894 -0.41912
H -1.29545 5.96236 -0.33667
H 1.68691 2.88148 -0.16703
H 0.38375 7.42920 -0.72230
H 2.66476 8.67609 -0.47778
H 4.60064 7.02267 0.15006
H -5.87713 1.01419 -0.25657
C -0.99412 -3.83760 -1.70660
S 0.43966 -3.02717 -1.02375
C 1.20149 -4.43561 -0.24394
O -0.10737 -2.21084 0.15276
H -0.66681 -4.55690 -2.45598
H -1.61107 -3.07816 -2.18330
H -1.53681 -4.33347 -0.90224
H 1.47133 -5.15994 -1.01106
H 0.49906 -4.86036 0.47218
H 2.09979 -4.08867 0.26155
*
```

Atomic partial charges in e from the Mulliken method, atoms 1 to 6:
1. Pt 3.367
2. O -0.432
3. N -0.062
4. C -0.683
5. C 0.741
6. C -1.058

[3]
# C41H35ClIrOPSi

A molecular structure, C41H35ClIrOPSi at a distorted geometry (wB97M-V/def2-TZVPD, OMol25).

Computed properties:
Kohn-Sham gap (spin up / spin down), eV: 6.7 / 6.4
Expectation value of S²: 6.0136

```
! RIJCOSX wB97M-V def2-TZVPD def2/J DEFGRID3
* xyz 0 5
C -1.09270 -1.34520 1.25550
C -0.99250 -1.88950 -0.05470
C 0.40290 -2.08510 -0.34280
H -1.80600 -2.08120 -0.73200
C 1.14200 -1.71610 0.80970
C 0.23890 -1.20200 1.77440
H 0.50280 -0.78410 2.73040
H -1.99620 -1.04180 1.75420
H 0.81140 -2.45560 -1.26700
H 2.21510 -1.67220 0.87490
Ir 0.00000 0.00000 0.00000
Cl 1.84870 1.26140 -0.43250
P 0.11630 0.34800 -3.81230
C 1.22070 -0.71490 -4.82960
C 0.80160 -1.42840 -5.95030
H -0.23110 -1.37650 -6.26490
C 1.70200 -2.20440 -6.66700
H 1.36200 -2.75530 -7.53420
C 3.03260 -2.27080 -6.27970
H 3.73320 -2.87500 -6.84100
C 3.45980 -1.56240 -5.16420
H 4.49440 -1.61380 -4.85160
C 2.55840 -0.79940 -4.43900
H 2.89300 -0.26050 -3.56080
C -1.53840 -0.08370 -4.49110
C -2.17180 -1.20710 -3.95670
H -1.68670 -1.76840 -3.16730
C -3.41110 -1.61070 -4.42760
H -3.88740 -2.48650 -4.00690
C -4.04670 -0.88400 -5.42590
H -5.01910 -1.19200 -5.78730
C -3.43120 0.24210 -5.95310
H -3.92150 0.81390 -6.73020
C -2.18300 0.63830 -5.49300
H -1.70740 1.51200 -5.91560
C 0.40240 2.00240 -4.56460
C 1.10290 2.20870 -5.75100
H 1.51690 1.36420 -6.28330
C 1.27090 3.49150 -6.25410
H 1.81920 3.63750 -7.17560
C 0.73450 4.58190 -5.58470
H 0.86540 5.58080 -5.97960
C 0.03390 4.38570 -4.40160
H -0.38190 5.23170 -3.87030
C -0.12140 3.10690 -3.89050
H -0.65570 2.96000 -2.95960
O -0.26720 1.08370 1.56890
Si -0.57220 1.66420 3.09320
C 0.51440 3.14140 3.40050
C 1.88780 3.05500 3.12280
C 2.73570 4.12620 3.41930
C 2.21920 5.28530 4.00390
C 0.85230 5.37900 4.28010
C -0.00150 4.31410 3.97370
C -2.37330 1.94080 3.42260
C -2.78180 2.31730 4.71390
C -4.13800 2.45700 5.01110
C -5.09610 2.22470 4.02200
C -4.69560 1.85390 2.73330
C -3.33660 1.70880 2.43300
C -0.17070 0.49060 4.53480
C 0.90710 0.73070 5.40880
C 1.19960 -0.16730 6.44120
C 0.41400 -1.30630 6.62480
C -0.67030 -1.54710 5.78040
C -0.96390 -0.65570 4.74450
H 2.30470 2.15400 2.68940
H 3.79480 4.05220 3.20870
H 2.87880 6.10790 4.24840
H 0.45560 6.27310 4.74350
H -1.05100 4.40010 4.21360
H -2.05160 2.48070 5.49760
H -4.44530 2.73380 6.01190
H -6.14750 2.32550 4.25670
H -5.44080 1.66810 1.97160
H -3.03990 1.40330 1.43760
H 1.54330 1.59380 5.29710
H 2.04020 0.01790 7.09740
H 0.64520 -2.00110 7.42240
H -1.28140 -2.42870 5.92560
H -1.80660 -0.86450 4.10090
*
```

Atomic partial charges in e from the Mulliken method, atoms 1 to 6:
1. C -0.276
2. C -0.756
3. C -0.372
4. H 0.458
5. C -1.239
6. C -0.056

[4]
# C41H35F3IN3O2PdSbSe

A molecular structure, C41H35F3IN3O2PdSbSe (wB97M-V/def2-TZVPD, OMol25).

Computed properties:
Kohn-Sham gap, eV: 5.7

```
! RIJCOSX wB97M-V def2-TZVPD def2/J DEFGRID3
* xyz -1 1
Pd -1.33477 0.90496 0.01464
I 1.98717 1.10726 0.82655
C 1.80562 3.08468 0.13986
C 2.99845 3.73169 -0.02710
C 3.00506 5.10005 -0.36653
C 1.82390 5.76821 -0.45796
C 0.58561 5.10788 -0.26123
C -0.61145 5.85734 -0.27684
C -1.79730 5.22843 -0.04957
C -1.83943 3.82513 0.10135
C -0.72545 2.99992 0.07009
C 0.53016 3.69420 -0.01910
H 3.93053 3.20472 0.12138
H 3.94892 5.61032 -0.51551
H 1.80878 6.83290 -0.66643
H -0.55845 6.92829 -0.44056
H -2.71861 5.80027 -0.00755
H -2.82330 3.38234 0.24192
C -3.28937 -1.52878 -2.08414
N -2.71130 -0.22487 -2.27533
C -2.90079 0.87587 -1.40883
Se -4.08245 0.80952 0.06635
N -2.70389 1.99096 -2.23625
C -2.19571 1.60860 -3.45911
C -1.70752 2.33630 -4.52613
C -1.34120 1.63156 -5.67554
C -1.46858 0.25100 -5.74561
C -1.93873 -0.48491 -4.65616
C -2.27245 0.21291 -3.51310
H -3.50426 -1.65055 -1.02643
H -2.59478 -2.30020 -2.42603
H -4.22812 -1.62659 -2.63957
H -2.49589 2.87604 -1.79844
H -1.62110 3.41391 -4.47445
H -0.95565 2.17607 -6.52822
H -1.17963 -0.26789 -6.65091
H -2.00134 -1.56524 -4.69789
O -0.96344 3.78501 4.50007
C -0.73340 2.60770 4.41624
O -1.42286 1.78205 3.63665
C 0.40237 1.95820 5.20294
N 0.40923 0.48716 5.08315
C 1.73937 0.07555 4.58987
C 2.67924 1.22773 4.92993
C 1.78034 2.44442 4.71227
H 0.23683 2.26228 6.23937
H -1.03634 0.89498 3.76103
H 0.24267 0.07805 5.99113
H 1.69514 -0.05026 3.50837
H 2.02893 -0.88115 5.02477
H 3.56870 1.24062 4.29973
H 2.99473 1.16968 5.97642
H 1.73419 2.69069 3.64946
H 2.10453 3.33188 5.25094
F 4.74388 -3.66100 2.83445
C 3.62331 -3.23030 2.20735
C 2.44637 -3.16274 2.92458
C 1.30244 -2.71945 2.27552
C 1.32911 -2.36408 0.92819
C 2.53901 -2.44280 0.24325
C 3.69861 -2.87415 0.87836
Sb -0.50871 -1.74739 -0.03943
C 0.27841 -1.92387 -2.01924
C 0.34727 -3.10355 -2.75316
C 0.92321 -3.11752 -4.01911
C 1.43068 -1.93442 -4.51799
F 1.99044 -1.94233 -5.75093
C 1.37553 -0.74542 -3.82228
C 0.78139 -0.74448 -2.56813
C -1.34093 -3.71528 0.27988
C -2.68078 -3.83617 0.64320
C -3.24690 -5.07699 0.90857
C -2.44932 -6.19647 0.80077
F -2.98953 -7.41070 1.05607
C -1.11543 -6.12383 0.45400
C -0.56728 -4.87356 0.20090
H 2.43643 -3.45050 3.96794
H 0.37447 -2.65888 2.83542
H 2.58776 -2.15921 -0.80115
H 4.64460 -2.93173 0.35647
H -0.05145 -4.02436 -2.34203
H 0.98284 -4.02156 -4.61075
H 1.75830 0.16027 -4.27348
H 0.69342 0.18717 -2.01523
H -3.29750 -2.94928 0.74366
H -4.28426 -5.17741 1.19874
H -0.52528 -7.02902 0.39532
H 0.48700 -4.80589 -0.04366
*
```

Atomic partial charges in e from the Mulliken method, atoms 1 to 6:
1. Pd -0.323
2. I 0.150
3. C 0.428
4. C -0.754
5. C -0.656
6. C -0.830

[5]
# C41H35IrN3O2Te

A molecular structure, C41H35IrN3O2Te (wB97M-V/def2-TZVPD, OMol25).

Computed properties:
Kohn-Sham gap (spin up / spin down), eV: 6.2 / 4.0
Expectation value of S²: 8.8047

```
! RIJCOSX wB97M-V def2-TZVPD def2/J DEFGRID3
* xyz 2 6
Ir -0.95151 -1.27103 -0.36781
C 1.37208 4.99428 -3.25283
C 0.65044 3.78191 -2.69594
C -0.67538 3.84767 -2.26224
C -1.35381 2.75521 -1.74490
C -2.74599 2.98207 -1.19410
O -2.94072 3.99051 -0.54437
C -3.85186 1.99737 -1.43247
C -4.96683 2.04620 -0.59804
C -6.01670 1.15543 -0.77501
C -5.96212 0.21894 -1.80024
C -4.86543 0.18779 -2.65470
C -3.81555 1.07448 -2.47047
C -0.69586 1.53498 -1.59813
O -1.33282 0.56120 -0.96706
C 0.64203 1.42365 -2.03635
C 1.27629 2.57330 -2.57657
C 1.40313 0.19140 -1.95372
N 0.98098 -0.92586 -1.40770
C 1.87174 -2.10885 -1.43154
C 1.39202 -3.23458 -0.52887
Te 1.44211 -2.88520 1.59094
C 0.03184 -1.29785 1.86873
C -1.28783 -0.57568 3.90714
C -1.87953 0.67527 3.30540
C -1.34366 1.46022 2.33822
C -0.15386 1.19895 1.62150
C 0.47442 -0.06095 1.46391
C 2.77764 0.20412 -2.56216
C 3.90357 0.37896 -1.76260
C 5.17040 0.34552 -2.32954
C 5.31494 0.13136 -3.69545
C 4.19201 -0.03637 -4.49426
C 2.92124 0.00063 -3.92997
H 0.72095 5.86569 -3.27182
H 1.72261 4.81580 -4.27124
H 2.24823 5.24295 -2.65117
H -1.21043 4.78869 -2.32009
H -4.99887 2.80034 0.17927
H -6.88408 1.20493 -0.12817
H -6.78488 -0.47080 -1.94967
H -4.84030 -0.51624 -3.47907
H -2.98380 1.07367 -3.16888
H 2.30855 2.50119 -2.89604
H 2.89211 -1.84102 -1.17638
H 1.90819 -2.52003 -2.44196
H 2.05497 -4.09666 -0.62791
H 0.38131 -3.56332 -0.76782
H -2.08739 -1.03865 4.47521
H -2.81993 0.99104 3.74710
H -1.85305 2.39088 2.10496
H 0.30191 2.02717 1.09213
H 1.42231 -0.05480 0.93321
H 3.78942 0.56873 -0.69656
H 6.04517 0.49043 -1.70612
H 6.30391 0.10644 -4.13772
H 4.30070 -0.18809 -5.56237
H 2.04017 -0.12046 -4.55428
C -0.11641 -0.39175 4.91236
N -0.95256 -1.56877 2.82754
C -1.63461 -2.73337 2.78728
C -1.93142 -3.46323 1.66355
C -2.61409 -4.72098 1.65883
C -2.87334 -5.03368 0.35653
C -2.35263 -3.97055 -0.42273
N -1.77260 -3.03821 0.32980
C 1.27407 -0.35577 4.31870
C 1.89681 0.83569 3.96445
C 3.15987 0.83169 3.37637
C 3.82039 -0.36703 3.14266
C 3.22410 -1.56502 3.52466
C 1.96084 -1.55188 4.11552
H -0.16465 -1.23546 5.60284
H -0.31913 0.50999 5.48877
H -2.01196 -3.09537 3.73822
H -2.88346 -5.28673 2.54297
H -3.38111 -5.90737 -0.02638
H -2.40275 -3.86001 -1.49946
H 1.39182 1.77910 4.15324
H 3.63569 1.77060 3.11604
H 4.81342 -0.36683 2.71069
H 3.76266 -2.50106 3.40918
H 1.51586 -2.48693 4.45500
*
```

Atomic partial charges in e from the Mulliken method, atoms 1 to 6:
1. Ir 1.972
2. C -1.710
3. C -0.092
4. C -0.422
5. C 1.164
6. C -0.254

| no. | DFT total energy (eV) |
| --- | --- |
| 1 | -94104.5214 |
| 2 | -96661.7995 |
| 3 | -77657.3599 |
| 4 | -143268.9121 |
| 5 | -61762.3855 |